ORCA calculation (ωB97M-V/def2-TZVPD) on C49H59BBrKN9P2Sb as an isolated structure.

* E_LUMO: 0.1 eV
* energy above the lowest of the compared OMol25 structures with the same formula, charge and spin: 6.9 kcal/mol
* orbital gap: 8.0198 eV
* E_tot: -177342.964 eV

Element x y z (Å)
1 K 0.1102 -0.5031 -0.1269
2 C 1.5584 -5.2785 0.4432
3 C 1.1545 -4.1771 -0.3241
4 N 1.0292 -3.0854 0.4210
5 N 1.3442 -3.4579 1.6777
6 C 1.6644 -4.7649 1.7181
7 B 1.2259 -2.5108 2.8948
8 N -0.2594 -2.1336 3.1101
9 C -1.0343 -2.5928 4.1105
10 C -2.3397 -2.2293 3.8550
11 C -2.2585 -1.5411 2.6376
12 N -1.0078 -1.4896 2.1938
13 N 2.1700 -1.3003 2.7545
14 C 3.2137 -1.0339 3.5642
15 C 3.8899 0.0550 3.0601
16 C 3.1507 0.4051 1.9210
17 N 2.1266 -0.4184 1.7375
18 H 1.7486 -6.2867 0.1189
19 H 0.9424 -4.1290 -1.3809
20 H 1.9438 -5.2260 2.6504
21 H 1.5766 -3.1244 3.8726
22 H -0.5970 -3.1461 4.9246
23 H -3.2114 -2.4358 4.4523
24 H -3.0496 -1.0963 2.0523
25 H 3.3974 -1.6464 4.4307
26 H 4.7706 0.5290 3.4579
27 H 3.3192 1.2148 1.2257
28 C -2.2538 3.7910 2.6465
29 N -1.5632 2.9326 1.6812
30 P -2.0624 2.9236 0.0454
31 C -2.5561 4.6759 -0.1962
32 C -3.8395 5.1863 -0.0136
33 C -4.0846 6.5453 -0.1485
34 C -3.0470 7.4143 -0.4566
35 C -1.7638 6.9187 -0.6395
36 C -1.5253 5.5578 -0.5203
37 C -3.6923 2.0953 0.1137
38 C -4.1066 1.3369 1.2027
39 C -5.3086 0.6402 1.1668
40 C -6.1153 0.6979 0.0411
41 C -5.7053 1.4425 -1.0587
42 C -4.4998 2.1251 -1.0254
43 P 0.0770 2.4638 1.8873
44 C 0.9548 4.0684 2.0668
45 C 0.8174 4.9377 3.1489
46 C 1.4371 6.1776 3.1415
47 C 2.2163 6.5618 2.0569
48 C 2.3798 5.6990 0.9838
49 C 1.7516 4.4602 0.9932
50 C 0.1127 1.8444 3.5996
51 C 1.3004 1.9271 4.3255
52 C 1.4047 1.3430 5.5785
53 C 0.3198 0.6768 6.1288
54 C -0.8644 0.5850 5.4125
55 C -0.9622 1.1543 4.1524
56 H -1.9910 4.8437 2.5089
57 H -1.9934 3.4921 3.6610
58 H -3.3344 3.6911 2.5292
59 H -4.6542 4.5197 0.2422
60 H -5.0871 6.9270 -0.0021
61 H -3.2381 8.4753 -0.5543
62 H -0.9487 7.5900 -0.8778
63 H -0.5210 5.1754 -0.6647
64 H -3.4818 1.2875 2.0860
65 H -5.6131 0.0539 2.0253
66 H -7.0525 0.1566 0.0142
67 H -6.3268 1.4906 -1.9445
68 H -4.1892 2.7050 -1.8890
69 H 0.2328 4.6360 4.0097
70 H 1.3175 6.8446 3.9859
71 H 2.7042 7.5282 2.0563
72 H 3.0003 5.9844 0.1436
73 H 1.8790 3.7832 0.1545
74 H 2.1576 2.4395 3.9082
75 H 2.3389 1.4087 6.1217
76 H 0.3981 0.2230 7.1087
77 H -1.7114 0.0529 5.8241
78 H -1.8838 1.0530 3.5948
79 Br -6.4481 -3.6260 -0.2562
80 C -4.6940 -3.0127 -0.6074
81 C -4.4985 -1.9719 -1.4973
82 C -3.1996 -1.5325 -1.6886
83 N -2.1397 -2.0577 -1.0759
84 C -2.3534 -3.0706 -0.2359
85 C -3.6146 -3.5862 0.0339
86 H -5.3249 -1.5039 -2.0108
87 H -3.0062 -0.7054 -2.3633
88 H -1.4792 -3.4719 0.2616
89 H -3.7356 -4.3947 0.7403
90 C 1.6709 -4.1573 -5.4308
91 C 0.8528 -3.4418 -4.3631
92 C -0.5686 -3.1408 -4.8391
93 Sb 1.6384 -1.6141 -3.4856
94 C 1.4984 -0.2469 -5.1765
95 C 2.2992 1.0056 -4.8218
96 C 1.8381 -0.7529 -6.5735
97 C 3.7750 -2.0110 -3.3911
98 C 4.5573 -2.0807 -4.6977
99 C 3.9803 -3.2657 -2.5432
100 H 1.1374 -5.0496 -5.7746
101 H 2.6401 -4.4816 -5.0516
102 H 1.8515 -3.5296 -6.3042
103 H 0.7740 -4.1103 -3.5011
104 H -0.5678 -2.4538 -5.6901
105 H -1.1739 -2.6928 -4.0468
106 H -1.0706 -4.0570 -5.1638
107 H 0.4378 0.0234 -5.1649
108 H 3.3706 0.7964 -4.7703
109 H 1.9991 1.4221 -3.8570
110 H 2.1605 1.7838 -5.5794
111 H 2.8580 -1.1323 -6.6399
112 H 1.7470 0.0619 -7.3003
113 H 1.1685 -1.5510 -6.8947
114 H 4.1470 -1.1569 -2.8157
115 H 4.1806 -2.8600 -5.3617
116 H 5.6085 -2.3086 -4.4923
117 H 4.5314 -1.1383 -5.2458
118 H 3.5851 -4.1566 -3.0390
119 H 3.4939 -3.1891 -1.5686
120 H 5.0471 -3.4384 -2.3729
121 N -1.2637 1.6496 -3.6385
122 C -0.9064 1.0915 -2.6828
123 H -1.5654 2.1841 -4.4249

Force components x, y, z for each atom (eV/Å):
K 0.0 0.1 -0.2
C 0.0 0.0 0.0
C 0.0 0.0 0.0
N 0.0 -0.1 0.0
N 0.0 0.0 -0.1
C 0.0 0.0 0.0
B 0.1 0.0 0.1
N -0.1 0.0 0.0
C 0.1 0.0 0.0
C 0.0 0.0 0.0
C 0.0 0.0 0.0
N -0.1 0.1 0.1
N 0.0 0.1 0.0
C 0.0 -0.1 0.0
C 0.0 0.1 0.0
C 0.0 -0.1 -0.1
N 0.0 0.1 0.1
H 0.0 0.0 0.0
H 0.0 0.0 0.0
H 0.0 0.0 0.0
H 0.0 0.0 0.0
H 0.0 0.0 0.0
H 0.0 0.0 0.0
H 0.0 0.0 0.0
H 0.0 0.0 0.0
H 0.0 0.0 0.0
H 0.0 0.0 0.0
C 0.0 0.0 0.0
N -0.1 0.1 0.1
P 0.0 -0.1 0.0
C 0.0 0.0 0.0
C 0.0 0.0 0.0
C 0.0 0.0 0.0
C 0.0 0.0 0.0
C 0.0 0.0 0.0
C 0.0 0.0 0.0
C 0.0 0.0 0.0
C 0.0 0.0 0.0
C 0.0 0.0 0.0
C 0.0 0.0 0.0
C 0.0 0.0 0.0
C 0.0 0.0 0.0
P 0.1 -0.1 -0.1
C 0.0 0.0 0.0
C 0.0 0.0 0.0
C 0.0 0.0 0.0
C 0.0 0.0 0.0
C 0.0 0.0 0.0
C 0.0 0.0 0.0
C 0.1 0.0 0.1
C 0.0 0.0 0.0
C 0.0 0.0 0.0
C 0.0 0.0 0.0
C 0.0 0.0 0.0
C 0.0 0.0 0.0
H 0.0 0.0 0.0
H 0.0 0.0 0.0
H 0.0 0.0 0.0
H 0.0 0.0 0.0
H 0.0 0.0 0.0
H 0.0 0.0 0.0
H 0.0 0.0 0.0
H 0.0 0.0 0.0
H 0.0 0.0 0.0
H 0.0 0.0 0.0
H 0.0 0.0 0.0
H 0.0 0.0 0.0
H 0.0 0.0 0.0
H 0.0 0.0 0.0
H 0.0 0.0 0.0
H 0.0 0.0 0.0
H 0.0 0.0 0.0
H 0.0 0.0 0.0
H 0.0 0.0 0.0
H 0.0 0.0 0.0
H 0.0 0.0 0.0
H 0.0 0.0 0.0
H 0.0 0.0 0.0
Br 0.0 0.0 0.0
C 0.0 0.0 0.0
C 0.0 0.0 0.0
C 0.0 0.0 0.0
N 0.0 0.0 0.0
C 0.0 0.0 0.0
C 0.0 0.0 0.0
H 0.0 0.0 0.0
H 0.0 0.0 0.0
H 0.0 0.0 0.0
H 0.0 0.0 0.0
C 0.1 0.0 0.0
C 0.0 -0.1 0.0
C 0.0 0.0 0.0
Sb 0.0 0.0 0.1
C 0.0 0.0 0.0
C 0.0 0.0 0.0
C 0.0 0.0 0.0
C 0.0 0.0 0.0
C 0.0 0.0 0.0
C 0.0 0.0 0.0
H 0.0 0.0 0.0
H 0.0 0.0 0.0
H 0.0 0.0 0.0
H 0.0 0.0 0.0
H 0.0 0.0 0.0
H 0.0 0.0 0.0
H 0.0 0.0 0.0
H 0.0 0.0 0.0
H 0.0 0.0 0.0
H 0.0 0.0 0.0
H 0.0 0.0 0.0
H 0.0 0.0 0.0
H 0.0 0.0 0.0
H 0.0 0.0 0.0
H 0.0 0.0 0.0
H 0.0 0.0 0.0
H 0.0 0.0 0.0
H 0.0 0.0 0.0
H 0.0 0.0 0.0
H 0.0 0.0 0.0
H 0.0 0.0 0.0
N 0.0 0.1 0.0
C 0.0 -0.1 0.0
H 0.0 0.0 0.0